No. 1
A cluster of 2 separate species, C5H13OS in total. Source: OMol25; level of theory: ωB97M-V/def2-TZVPD.

Structure (XYZ):
```
20
Properties=species:S:1:pos:R:3:forces:R:3
S -0.420 2.618 -1.024 -0.8 -0.3 -0.3
O 0.421 -0.299 0.681 0.4 -0.6 0.0
C 1.174 -2.187 1.932 0.2 -1.1 0.0
C -1.283 1.016 -1.230 0.4 -0.7 -1.9
C 0.807 -1.610 0.572 -1.3 0.9 -0.2
C -0.266 2.536 0.745 0.2 0.0 0.7
C -0.445 0.144 -2.219 -1.8 -0.2 -0.2
H 1.567 -1.792 -0.209 0.5 0.0 0.0
H -0.074 -2.247 0.250 0.4 0.0 -0.1
H 0.259 3.450 1.071 0.0 -0.5 0.0
H -2.282 1.177 -1.682 0.4 0.1 0.3
H 1.553 -3.248 1.852 -0.4 0.7 0.1
H 0.454 -0.215 -1.776 0.8 0.2 0.5
H -1.344 0.431 -0.322 0.2 0.4 0.5
H -1.246 2.519 1.248 0.2 0.0 -0.2
H 0.256 1.571 0.924 0.0 0.6 0.4
H -0.279 0.698 -3.129 0.4 0.3 -0.4
H 1.969 -1.604 2.443 -0.8 -0.1 -0.1
H 0.173 -2.189 2.415 1.0 0.1 0.6
H -0.994 -0.766 -2.541 -0.1 0.4 0.3
```
Positions in Å, forces in eV/Å.

Its energy is -18277.9193 eV. The value obtained for the frontier orbital gap is 6.4 eV. Its energy above the lowest of the compared OMol25 structures with the same formula, charge and spin is 40.9 kcal/mol. The charge is -1. The value obtained for the HOMO energy is -2.86 eV.



No. 2
A cluster of 2 separate species, C5H14 in total. Source: OMol25; level of theory: ωB97M-V/def2-TZVPD.

Structure (XYZ):
```
19
Properties=species:S:1:pos:R:3:forces:R:3
C -2.171 -0.501 -1.639 3.5 1.6 -1.6
C 1.290 0.163 1.089 1.4 -1.9 -0.8
C -1.124 -1.658 -1.916 -4.0 -1.0 1.7
C 2.151 1.372 0.894 -0.3 1.7 -1.2
C 0.003 0.555 1.795 0.0 2.9 -1.2
H -1.373 -2.178 -2.857 0.5 0.5 0.3
H -0.205 -1.252 -1.797 3.2 1.3 -0.6
H 2.618 1.926 1.677 0.4 -0.4 1.4
H -0.815 -0.097 1.786 -0.9 -1.6 0.0
H 1.230 -0.296 0.033 -1.1 0.9 1.3
H -2.347 -0.010 -0.635 0.9 -0.7 -1.1
H 0.103 0.946 2.851 0.3 -0.3 -1.2
H 1.880 -0.676 1.522 -0.4 0.5 0.5
H -1.125 -2.393 -1.109 -0.4 -0.4 0.0
H -1.737 0.217 -2.489 -1.1 -0.3 2.1
H 2.878 1.348 0.097 0.5 -0.7 -0.3
H -0.398 1.412 1.079 0.5 -1.2 1.8
H 1.500 2.161 0.517 -0.4 0.1 -0.3
H -3.099 -0.698 -2.019 -2.7 -1.0 -0.8
```
Positions in Å, forces in eV/Å.

Its energy is -5408.8839 eV. The value obtained for the frontier orbital gap (spin up / spin down) is 2.7 / 11.5 eV. Its multiplicity is 2. As for the expectation value of S²: 0.750. Its energy above the lowest of the compared OMol25 structures with the same formula, charge and spin is 37.5 kcal/mol. The charge is -1. The value obtained for the HOMO energy (spin up / spin down) is 1.50 / -7.29 eV.



No. 3
A cluster of 2 separate species, C5H14 in total. Source: OMol25; level of theory: ωB97M-V/def2-TZVPD.

Structure (XYZ):
```
19
Properties=species:S:1:pos:R:3:forces:R:3
C -0.968 -0.990 0.551 -1.4 -0.4 -2.2
C 1.555 2.313 -1.249 2.4 -0.6 1.7
C 1.337 0.878 -1.933 -0.7 2.6 2.2
C 0.141 -0.961 1.584 -0.5 -2.4 -2.0
C -2.250 -1.526 1.190 -0.2 1.1 1.1
H -2.265 -0.965 2.172 -0.3 -1.3 -0.5
H -2.376 -2.633 1.256 0.4 0.9 0.3
H 1.380 2.314 -0.091 0.7 -0.5 -2.0
H 1.961 0.150 -1.482 1.0 -0.5 0.3
H 0.881 -0.378 1.087 1.4 0.1 0.4
H -0.686 -1.706 -0.277 0.0 0.7 0.7
H -0.182 -0.579 2.511 -0.2 0.7 1.1
H 0.979 3.189 -1.500 -0.6 -0.2 -1.0
H 2.672 2.648 -1.450 -2.1 -0.7 0.6
H -3.116 -1.103 0.718 -0.6 -0.2 -0.6
H 1.476 0.951 -2.958 0.5 0.0 -1.9
H 0.341 -2.093 1.685 0.5 1.9 0.3
H 0.347 0.520 -1.763 -0.9 -0.1 0.1
H -1.226 -0.030 -0.052 0.7 -1.2 1.5
```
Positions in Å, forces in eV/Å.

Its energy is -5410.7536 eV. The value obtained for the frontier orbital gap is 12.3 eV. Its energy above the lowest of the compared OMol25 structures with the same formula, charge and spin is 29.9 kcal/mol. The value obtained for the HOMO energy is -11.13 eV. As for the SMILES: CCC.CC.



No. 4
A cluster of 2 separate species, C5H14 in total. Source: OMol25; level of theory: ωB97M-V/def2-TZVPD.

Structure (XYZ):
```
19
Properties=species:S:1:pos:R:3:forces:R:3
C -0.156 0.566 1.967 -1.9 -0.7 0.6
C -0.287 0.547 -1.930 0.2 0.7 0.6
C 0.901 -1.642 -1.498 0.6 1.3 0.3
C 0.370 -0.663 -2.549 -0.1 -0.7 -0.4
C -0.715 0.969 3.345 0.1 1.1 -0.4
H 1.150 -0.322 -3.229 0.4 0.1 0.2
H -0.802 1.245 -2.594 0.0 -0.3 -0.2
H -0.397 -0.500 1.910 0.6 -0.1 -0.4
H 1.608 -2.299 -2.002 -0.4 -0.7 0.4
H -1.802 0.986 3.244 0.0 -0.2 0.3
H -0.228 -1.279 -3.230 -0.6 0.4 0.2
H 0.080 -2.054 -0.909 0.0 -0.7 -0.5
H 0.866 0.781 1.763 0.8 0.0 0.1
H -0.786 0.998 1.187 0.3 0.3 0.0
H -0.417 0.333 4.175 0.0 -0.2 -0.1
H 0.527 1.129 -1.479 -0.1 0.1 0.0
H -0.941 0.338 -1.079 -0.2 -0.3 -0.3
H 1.469 -1.128 -0.709 0.2 0.2 -0.3
H -0.440 1.995 3.618 0.1 -0.1 0.0
```
Positions in Å, forces in eV/Å.

Its energy is -5411.6283 eV. The value obtained for the frontier orbital gap is 12.3 eV. Its energy above the lowest of the compared OMol25 structures with the same formula, charge and spin is 9.7 kcal/mol. The value obtained for the HOMO energy is -11.13 eV. As for the SMILES: CCC.CC.



No. 5
A cluster of 2 separate species, C5H14 in total. Source: OMol25; level of theory: ωB97M-V/def2-TZVPD.

Structure (XYZ):
```
19
Properties=species:S:1:pos:R:3:forces:R:3
C 1.301 1.015 1.129 1.8 -0.9 -1.5
C 0.399 1.263 2.301 0.3 0.1 0.9
C -1.044 -0.529 -1.442 -0.5 1.0 0.1
C -1.976 -0.943 -2.593 -0.2 0.6 1.4
C 1.529 -0.476 0.826 0.5 -1.4 0.2
H -0.662 1.111 2.091 0.1 0.5 -0.2
H 2.412 -0.942 1.282 0.5 0.8 0.0
H -2.900 -1.344 -2.148 0.4 -0.4 -0.2
H 2.337 1.408 1.207 -0.6 0.1 0.8
H -0.521 -1.404 -1.066 -0.1 0.2 0.5
H -0.315 0.246 -1.679 0.4 -0.4 -0.8
H 0.837 -1.218 1.239 -0.9 0.6 -0.3
H -2.343 -0.037 -3.083 0.5 -0.4 -0.7
H -1.591 0.073 -0.694 -0.1 -1.0 0.3
H 0.642 2.202 2.815 -0.6 0.1 -0.4
H 0.615 0.518 3.069 0.1 -0.2 0.0
H 1.073 1.446 0.146 -1.0 0.3 0.5
H 1.646 -0.683 -0.242 -0.2 0.1 0.1
H -1.439 -1.705 -3.157 -0.5 0.3 -0.7
```
Positions in Å, forces in eV/Å.

Its energy is -5411.2087 eV. The value obtained for the frontier orbital gap is 12.0 eV. Its energy above the lowest of the compared OMol25 structures with the same formula, charge and spin is 19.4 kcal/mol. The value obtained for the HOMO energy is -10.88 eV. As for the SMILES: CCC.CC.



No. 6
A cluster of 2 separate species, C5H14 in total. Source: OMol25; level of theory: ωB97M-V/def2-TZVPD.

Structure (XYZ):
```
19
Properties=species:S:1:pos:R:3:forces:R:3
C -0.738 1.048 -2.316 0.3 -0.4 -0.1
C 1.286 -1.073 1.791 0.1 -0.4 0.2
C -0.233 -1.183 1.666 -0.5 -0.5 -0.5
C -1.899 1.195 -1.334 -0.1 0.5 -0.6
C 1.913 -0.211 0.711 -0.2 -0.2 -0.3
H -0.546 -2.231 1.604 0.0 0.1 0.4
H 1.732 -2.067 1.700 -0.1 -0.1 -0.1
H 0.075 0.477 -1.862 0.0 0.1 0.0
H -0.600 -0.771 0.728 0.2 0.2 -0.2
H 1.561 0.818 0.738 0.2 0.2 0.2
H -0.326 2.021 -2.598 -0.1 -0.1 0.1
H 1.577 -0.782 2.801 0.0 0.4 0.0
H -1.483 1.387 -0.352 -0.2 0.0 0.3
H -0.832 -0.684 2.425 0.3 0.0 0.3
H 1.601 -0.595 -0.263 0.0 -0.1 -0.1
H -2.514 2.051 -1.621 0.1 0.1 0.1
H -0.969 0.512 -3.239 -0.3 0.1 0.0
H -2.602 0.362 -1.308 0.4 -0.3 0.1
H 2.997 -0.274 0.727 0.1 0.3 0.1
```
Positions in Å, forces in eV/Å.

Its energy is -5411.7963 eV. The value obtained for the frontier orbital gap is 12.4 eV. Its energy above the lowest of the compared OMol25 structures with the same formula, charge and spin is 5.8 kcal/mol. The value obtained for the HOMO energy is -11.25 eV. As for the SMILES: CCC.CC.



No. 7
A cluster of 2 separate species, C5H14 in total. Source: OMol25; level of theory: ωB97M-V/def2-TZVPD.

Structure (XYZ):
```
19
Properties=species:S:1:pos:R:3:forces:R:3
C -1.171 -0.300 1.626 -1.9 -0.7 1.2
C -1.298 0.840 0.522 0.9 0.0 2.6
C 1.242 -1.936 -1.855 2.8 0.5 -1.5
C -0.456 2.024 1.075 2.2 0.4 1.3
C 1.406 -0.451 -1.505 -1.3 0.7 -2.5
H -1.482 -1.311 1.168 1.0 1.3 0.8
H 2.233 -2.353 -2.228 -1.5 0.3 -0.1
H 1.099 -2.417 -0.981 0.0 -1.7 3.4
H -2.075 -0.086 2.324 1.7 -0.4 -0.7
H -2.359 1.198 0.547 0.9 -0.6 -0.6
H -0.226 -0.359 2.349 -1.8 0.2 -2.1
H 1.309 -0.283 -0.484 -0.4 0.2 1.9
H 2.328 0.083 -1.758 0.1 -0.7 -0.5
H -0.473 2.108 2.203 -0.5 -0.7 -0.9
H -0.977 0.388 -0.413 -0.1 0.7 -0.2
H 0.589 0.113 -2.017 0.6 -0.1 0.5
H 0.377 -2.347 -2.350 -0.2 0.8 -1.3
H -0.762 3.018 0.829 -0.5 0.6 -0.9
H 0.696 2.071 0.949 -1.8 -0.7 -0.5
```
Positions in Å, forces in eV/Å.

Its energy is -5410.3330 eV. The value obtained for the frontier orbital gap is 12.2 eV. Its energy above the lowest of the compared OMol25 structures with the same formula, charge and spin is 39.6 kcal/mol. The value obtained for the HOMO energy is -11.06 eV. As for the SMILES: CCC.CC.



No. 8
A cluster of 2 separate species, C5H14 in total. Source: OMol25; level of theory: ωB97M-V/def2-TZVPD.

Structure (XYZ):
```
19
Properties=species:S:1:pos:R:3:forces:R:3
C 0.323 -0.441 2.581 0.6 1.6 0.8
C -0.175 1.493 -2.276 0.5 -0.5 0.1
C 0.461 0.296 -1.541 -0.9 0.2 -1.7
C 0.469 -0.941 -2.429 0.2 -1.3 0.4
C -1.049 -0.283 3.266 1.0 -1.7 -0.5
H 0.430 0.178 1.689 -0.2 -0.5 -0.4
H 1.477 0.517 -1.309 0.6 0.2 0.9
H -1.245 1.310 -2.308 -0.2 0.5 0.0
H 0.783 -1.421 2.487 -0.6 -0.3 -0.3
H 0.170 1.537 -3.295 0.2 -0.1 -0.6
H 0.117 2.454 -1.858 -0.5 0.0 0.4
H -1.835 -0.851 2.771 -0.2 0.4 -0.3
H 0.626 -1.842 -1.817 -0.3 0.1 0.1
H -0.199 0.081 -0.715 0.4 0.0 0.8
H -0.476 -1.097 -2.950 0.0 0.1 -0.1
H -0.934 -0.788 4.221 -0.3 0.5 0.5
H 1.014 0.080 3.258 0.1 -0.1 0.0
H 1.308 -1.051 -3.120 -0.2 0.7 -0.3
H -1.266 0.768 3.343 -0.4 0.2 0.3
```
Positions in Å, forces in eV/Å.

Its energy is -5411.5359 eV. The value obtained for the frontier orbital gap is 12.4 eV. Its energy above the lowest of the compared OMol25 structures with the same formula, charge and spin is 11.8 kcal/mol. The value obtained for the HOMO energy is -11.33 eV. As for the SMILES: CCC.CC.



No. 9
A cluster of 2 separate species, C5H14 in total. Source: OMol25; level of theory: ωB97M-V/def2-TZVPD.

Structure (XYZ):
```
19
Properties=species:S:1:pos:R:3:forces:R:3
C 1.507 0.100 3.211 -0.8 -0.4 0.0
C 0.816 -0.813 2.179 0.9 -0.4 0.6
C -0.303 0.158 -1.640 -0.1 0.4 -0.8
C -0.400 0.173 -3.181 0.0 0.2 0.3
C -1.639 0.457 -0.993 -0.7 -0.5 0.5
H -0.842 -0.779 -3.473 -0.1 0.2 -0.5
H 2.589 0.132 3.110 0.0 0.4 -0.4
H -0.094 -1.236 2.599 -0.3 0.2 -0.2
H -1.599 0.714 0.068 0.4 0.4 -0.1
H 1.009 1.061 3.108 0.5 0.4 0.3
H -2.277 -0.433 -0.941 0.0 0.1 -0.6
H -0.982 1.023 -3.549 -0.4 -0.2 0.2
H -2.169 1.241 -1.534 -0.1 0.0 0.1
H 1.332 -0.252 4.228 -0.1 0.0 0.0
H 1.455 -1.673 1.960 -0.1 0.1 -0.2
H 0.639 -0.260 1.262 -0.2 -0.2 -0.1
H 0.409 0.929 -1.338 0.3 -0.4 0.2
H -0.002 -0.855 -1.381 0.5 0.2 0.4
H 0.552 0.313 -3.695 0.2 -0.4 0.3
```
Positions in Å, forces in eV/Å.

Its energy is -5411.7218 eV. The value obtained for the frontier orbital gap is 12.5 eV. Its energy above the lowest of the compared OMol25 structures with the same formula, charge and spin is 7.6 kcal/mol. The value obtained for the HOMO energy is -11.36 eV. As for the SMILES: CCC.CC.



No. 10
A cluster of 2 separate species, C5H14 in total. Source: OMol25; level of theory: ωB97M-V/def2-TZVPD.

Structure (XYZ):
```
19
Properties=species:S:1:pos:R:3:forces:R:3
C -0.977 -1.122 -2.222 -1.3 0.0 3.2
C -0.525 0.620 2.840 2.1 -1.6 1.7
C 0.333 1.053 1.703 1.7 2.3 0.5
C 0.284 -1.117 -1.384 1.8 0.7 1.2
C 0.918 0.319 -1.448 -1.2 -1.2 1.0
H 1.060 0.614 -2.454 0.8 0.1 -1.1
H 0.446 2.195 1.625 -0.4 -1.6 -0.1
H -0.846 -0.366 2.605 -0.5 -1.1 -0.1
H -1.390 1.152 3.082 -1.2 1.2 0.4
H 1.366 0.743 2.020 -0.8 0.0 -1.2
H 1.781 0.356 -0.801 0.5 0.3 -0.2
H 1.071 -1.881 -1.741 -1.3 1.1 0.5
H 0.155 0.437 3.746 -1.3 0.7 -0.9
H -0.015 0.629 0.773 0.3 0.1 -0.1
H 0.204 1.057 -1.080 -0.1 -0.1 0.1
H -1.852 -0.904 -1.503 1.1 -0.1 -1.2
H -1.134 -2.113 -2.540 -0.5 -1.0 -1.1
H 0.078 -1.307 -0.262 0.3 -0.1 -1.8
H -0.956 -0.364 -2.963 -0.1 0.3 -1.0
```
Positions in Å, forces in eV/Å.

Its energy is -5411.0009 eV. The value obtained for the frontier orbital gap is 12.3 eV. Its energy above the lowest of the compared OMol25 structures with the same formula, charge and spin is 24.2 kcal/mol. The value obtained for the HOMO energy is -11.18 eV. As for the SMILES: CCC.CC.



No. 11
A cluster of 2 separate species, C5H14 in total. Source: OMol25; level of theory: ωB97M-V/def2-TZVPD.

Structure (XYZ):
```
19
Properties=species:S:1:pos:R:3:forces:R:3
C -0.920 -2.047 -0.627 -0.7 0.9 1.1
C -0.077 1.608 -1.109 1.2 -1.1 0.6
C 0.295 1.885 0.402 -1.0 0.1 0.7
C -1.023 -2.867 0.685 0.1 1.1 0.5
C 1.805 1.883 0.793 1.0 1.6 -0.9
H -0.213 1.068 0.972 0.4 0.5 -0.4
H -1.570 -3.687 0.296 -0.5 -1.4 0.5
H -1.146 1.628 -1.371 0.2 -0.5 0.7
H -0.189 2.809 0.848 0.5 -0.8 -0.9
H 2.216 2.913 1.083 -1.1 -1.3 0.6
H 2.470 1.847 -0.077 -0.4 -0.8 -0.4
H -0.044 -3.218 1.124 -1.1 0.5 -0.4
H 0.326 2.295 -1.833 0.7 0.6 0.0
H -0.557 -2.668 -1.449 -0.4 0.1 0.0
H -1.949 -1.604 -0.756 1.0 -0.7 -0.6
H 2.144 1.080 1.470 -0.4 0.6 -0.1
H -0.283 -1.175 -0.561 0.3 0.1 0.1
H 0.425 0.601 -1.348 -1.1 1.4 0.1
H -1.710 -2.353 1.458 1.4 -0.7 -1.1
```
Positions in Å, forces in eV/Å.

Its energy is -5410.9788 eV. The value obtained for the frontier orbital gap is 12.2 eV. Its energy above the lowest of the compared OMol25 structures with the same formula, charge and spin is 24.7 kcal/mol. The value obtained for the HOMO energy is -11.08 eV. As for the SMILES: CCC.CC.



No. 12
A cluster of 2 separate species, C5H14 in total. Source: OMol25; level of theory: ωB97M-V/def2-TZVPD.

Structure (XYZ):
```
19
Properties=species:S:1:pos:R:3:forces:R:3
C -1.733 -1.608 -1.635 1.1 1.1 -0.8
C 2.608 0.847 1.130 -1.4 -2.1 1.6
C -2.234 -1.659 -0.202 -1.1 0.2 -0.4
C 1.572 1.507 0.231 2.8 -0.4 -1.8
C 0.146 1.259 0.595 -0.9 0.7 -1.2
H 1.931 2.525 0.120 -0.8 0.8 0.6
H 2.637 -0.267 1.028 0.3 0.7 -0.6
H -2.824 -2.590 -0.072 0.8 0.3 0.3
H -0.682 -1.890 -1.683 -0.2 -1.4 -0.1
H 1.837 1.201 -0.816 -0.7 -0.3 0.6
H -2.396 -2.089 -2.350 0.3 -0.5 0.1
H -1.417 -1.528 0.502 -0.1 -0.3 0.2
H -2.976 -0.880 0.002 0.2 0.1 0.0
H -0.008 1.070 1.637 0.0 -0.2 0.6
H -0.346 0.493 -0.019 0.4 -0.2 0.4
H -0.427 2.149 0.340 -0.2 0.2 0.2
H 2.208 0.862 2.160 0.3 0.6 -0.1
H -1.499 -0.646 -2.130 -1.0 0.5 0.8
H 3.604 1.244 1.163 0.4 0.3 -0.4
```
Positions in Å, forces in eV/Å.

Its energy is -5411.1659 eV. The value obtained for the frontier orbital gap is 11.9 eV. Its energy above the lowest of the compared OMol25 structures with the same formula, charge and spin is 20.4 kcal/mol. The value obtained for the HOMO energy is -10.77 eV. As for the SMILES: CCC.CC.